Formula: C11H22N2O4S
Source: the OMol25 dataset
Level of theory: ωB97M-V/def2-TZVPD

Positions of all 40 atoms, in Å:
S  -1.4299  -2.7559  1.8634
C  -1.7145  -1.9027  0.4760
N  -0.7760  -1.7066  -0.4749
H  -0.8659  -0.8561  -1.0164
C  0.5804  -2.1609  -0.2579
H  0.9724  -1.7543  0.6790
C  1.4634  -1.7289  -1.4319
O  2.8393  -1.9291  -1.1899
C  3.5616  -0.8012  -0.7660
C  3.2464  -0.3151  0.6519
O  2.0191  0.3783  0.6421
C  1.6096  0.8151  1.9197
C  0.1859  1.3744  1.8479
O  0.1224  2.6385  1.2227
C  0.0221  2.6098  -0.1825
C  -1.4250  2.4277  -0.6585
O  -1.7542  1.0533  -0.7217
C  -3.1412  0.8180  -0.8129
C  -3.3951  -0.6921  -0.9152
N  -2.9609  -1.4201  0.2474
H  -3.6015  -1.5297  1.0178
H  -2.8796  -1.0873  -1.7947
H  -4.4685  -0.8507  -1.0422
H  -3.5544  1.3189  -1.7018
H  -3.6461  1.2228  0.0776
H  -2.0907  2.9415  0.0482
H  -1.5561  2.8797  -1.6533
H  0.3802  3.5853  -0.5210
H  0.6530  1.8219  -0.6037
H  -0.4632  0.6535  1.3420
H  -0.1731  1.5281  2.8688
H  2.2937  1.5931  2.2889
H  1.6209  -0.0274  2.6278
H  3.1988  -1.1735  1.3379
H  4.0533  0.3537  0.9893
H  3.4027  0.0381  -1.4589
H  4.6092  -1.1083  -0.8072
H  1.2154  -2.3293  -2.3144
H  1.2720  -0.6717  -1.6583
H  0.5743  -3.2506  -0.1653

Output
* SMILES string: S=C1NCCOCCOCCOCCOCCN1
* lowest unoccupied orbital energy: 0.7 eV
* HOMO energy: -0.2923 hartree
* charge: 0

=====

Formula: C4H8O2
Source: the OMol25 dataset
Level of theory: ωB97M-V/def2-TZVPD

Positions of all 14 atoms, in Å:
C  0.2509  0.8957  -1.7542
C  -0.1202  0.1366  -0.5059
O  0.6218  -1.1267  -0.4932
C  0.1502  -2.1826  0.1078
C  0.0189  0.1895  1.8373
O  0.2695  0.8471  0.6083
H  -0.2735  1.8548  -1.7799
H  -0.0191  0.3152  -2.6407
H  1.3283  1.0780  -1.7590
H  -1.1884  -0.1411  -0.4638
H  -0.9343  -1.9421  0.3408
H  0.4717  -0.8052  1.8596
H  0.4826  0.7913  2.6192
H  -1.0585  0.0896  2.0238

Output
* lowest unoccupied orbital energy: 0.7 eV
* HOMO energy: -0.3201 hartree
* charge: 0

=====

Formula: H20O10
Source: the OMol25 dataset
Level of theory: ωB97M-V/def2-TZVPD

Positions of all 30 atoms, in Å:
O  -1.1747  1.8260  -1.7894
H  -0.9762  2.6163  -1.2743
H  -2.1239  1.9824  -1.9215
O  1.5501  1.0890  -1.8811
H  0.6168  1.3479  -1.7625
H  1.7345  0.7771  -1.0099
O  -0.1656  -2.4447  1.9717
H  0.2342  -2.5358  2.8271
H  0.2430  -3.1935  1.5390
O  -1.1661  2.1662  1.2849
H  -1.6198  2.0075  0.4685
H  -1.3700  1.3702  1.6804
O  1.0950  0.4201  1.0860
H  0.4818  0.9791  0.5914
H  0.7562  -0.4486  0.8647
O  0.3483  3.8311  -0.7084
H  1.0812  3.7364  -0.0646
H  0.9021  3.9967  -1.4439
O  3.0363  -3.0506  0.8192
H  2.3202  -2.5601  0.4192
H  3.2310  -3.7801  0.2306
O  -1.9929  -0.5206  1.8713
H  -1.4105  -1.2498  2.1475
H  -2.0388  -0.6141  0.9414
O  0.6568  -2.2334  -1.0963
H  1.3454  -1.6786  -1.4705
H  -0.0099  -1.7566  -0.6018
O  -1.6537  -0.8358  -1.0173
H  -1.7131  0.0774  -1.0939
H  -2.2176  -1.3211  -1.6074

Output
* SMILES string: O.O.O.O.O.O.O.O.O.O
* lowest unoccupied orbital energy: 0.0 eV
* HOMO energy: -0.4085 hartree
* charge: 0

=====

Formula: C4H12O2
Source: the OMol25 dataset
Level of theory: ωB97M-V/def2-TZVPD

Positions of all 18 atoms, in Å:
C  -0.1569  -1.7927  -0.1472
C  0.3486  -0.6586  -1.0147
C  0.3674  0.8746  -0.7304
C  0.0980  1.9067  -1.5477
H  -1.1700  -1.5436  0.1969
H  -0.3556  -2.7383  -0.6835
H  0.5110  -2.3004  0.6496
H  -0.2397  -0.7191  -1.9378
H  1.3072  -0.9588  -1.4410
H  0.7480  1.1658  0.1853
H  0.5444  2.8571  -1.2061
H  -0.2587  1.7445  -2.5544
H  0.9452  -0.3533  3.3833
H  0.3918  0.5358  2.1375
O  1.1166  0.1105  2.5960
H  -1.6125  -0.0845  0.8435
H  -1.1223  1.1568  0.2100
O  -1.4627  0.7974  1.0606

Output
* SMILES string: C=CCC.O.O
* lowest unoccupied orbital energy: 0.9 eV
* HOMO energy: -0.3707 hartree
* charge: 0

=====

Formula: C10H14N3
Source: the OMol25 dataset
Level of theory: ωB97M-V/def2-TZVPD

Positions of all 27 atoms, in Å:
C  4.0106  0.5749  0.2311
C  3.8456  -0.7942  -0.1951
C  2.9272  1.4552  0.3593
C  2.6233  -1.0834  -0.7399
C  1.5899  1.0011  0.1562
C  1.5086  -0.3218  -0.4765
C  0.4596  1.8028  0.1832
C  -1.8669  -0.2730  0.1990
C  0.2261  -0.8376  -0.9373
C  -0.7162  -0.9465  0.2250
N  -2.7852  0.4223  0.2354
N  -0.5585  -1.8937  1.2861
N  -5.1604  0.3706  -0.3243
H  5.0074  1.0495  0.5342
H  4.7451  -1.3824  -0.1979
H  2.9426  2.5531  0.6370
H  2.6285  -2.0854  -1.2189
H  0.6064  2.7352  0.5812
H  -0.1238  -0.2160  -1.6392
H  0.1960  -1.9111  -1.2351
H  -0.5481  1.5706  -0.2060
H  -3.8372  0.5343  -0.0575
H  -1.2735  -2.0010  1.9771
H  0.3376  -1.8310  1.7195
H  -5.6851  -0.3531  -0.7312
H  -5.5035  1.1843  -0.9130
H  -5.5960  0.6763  0.5474

Output
* lowest unoccupied orbital energy (spin up / spin down): -5.1 / -3.7 eV
* HOMO energy (spin up / spin down): -0.3785 / -0.4376 hartree
* charge: +1

=====

Formula: C5H10O2
Source: the OMol25 dataset
Level of theory: ωB97M-V/def2-TZVPD

Positions of all 17 atoms, in Å:
C  0.9671  1.6585  1.3544
C  0.6241  1.1626  -0.0469
C  0.3401  -0.3236  -0.0777
O  -0.8784  -0.6097  0.6954
C  -0.2084  -0.8895  -1.3880
C  -1.4736  -1.3776  -0.6597
O  -1.4620  -2.5626  -0.1122
H  1.1092  2.7438  1.3656
H  0.1614  1.4095  2.0524
H  1.8897  1.1942  1.7214
H  -0.2594  1.6883  -0.4313
H  1.4460  1.3684  -0.7452
H  1.1751  -0.8878  0.3528
H  -0.9475  -1.7985  0.8212
H  0.3473  -1.7250  -1.8163
H  -0.3922  -0.1221  -2.1464
H  -2.4383  -0.9287  -0.9395

Output
* lowest unoccupied orbital energy: 1.0 eV
* HOMO energy: -0.3546 hartree
* charge: 0

=====

Computed relative energy (zero: lowest compared OMol25 entry of this formula, charge and spin), in the same sequence as the records: 0.0; 95.6; 64.6; 45.3; 102.2; 78.3 kcal per mole.